The following is a DFT calculation (the ωB97M-V functional and the def2-TZVPD basis) of 7 unconnected molecules or ions with the total composition C5H25NO6 in a non-equilibrium geometry.

Values from the calculation:
Frontier orbital gap ... 0.37078 Ha
E_LUMO ... 0.0156 Ha
SMILES ... CC[C@@H](C)CN.O.O.O.O.O.O

Each line ends with the Löwdin charge.
Element x y z (Å)
C -0.108 3.105 1.247  -0.127
C -1.020 2.404 0.299  -0.236
C -0.279 1.597 -0.847  -0.369
C 0.914 0.869 -0.267  -0.094
C -1.275 0.575 -1.350  -0.200
N -0.550 -0.202 -2.459  0.016
H 0.944 3.078 1.020  0.053
H -0.467 4.084 1.596  0.071
H -0.164 2.556 2.271  0.102
H -1.630 1.672 0.864  0.097
H -1.655 3.152 -0.236  0.117
H 0.140 2.317 -1.727  0.187
H 1.701 1.549 -0.036  0.062
H 0.736 0.342 0.665  0.075
H 1.341 0.191 -1.053  0.055
H -1.588 -0.173 -0.612  0.085
H -2.195 1.119 -1.743  0.131
H 0.145 0.341 -2.936  0.067
H -1.114 -0.744 -2.986  0.028
O 1.175 -1.906 1.079  -0.115
H 1.563 -1.788 0.065  0.124
H 1.702 -2.370 1.655  0.013
O 3.116 -0.380 -2.818  -0.032
H 2.348 -0.775 -3.113  -0.036
H 3.388 -0.811 -1.991  0.047
O -2.119 -0.798 2.054  -0.087
H -2.356 0.027 2.314  -0.035
H -1.923 -1.343 2.969  0.151
O -1.358 -2.604 0.207  -0.092
H -0.589 -2.230 0.641  -0.034
H -2.051 -1.905 0.301  0.024
O 0.019 -1.063 3.344  -0.009
H 0.732 -0.872 3.860  0.002
H 0.305 -1.283 2.494  -0.046
O 1.148 -2.508 -1.478  -0.145
H 0.338 -1.853 -1.750  0.086
H 0.685 -3.369 -1.544  0.066



The following is a DFT calculation (the ωB97M-V functional and the def2-TZVPD basis) of 2 unconnected molecules or ions with the total composition C4H14N3.

Values from the calculation:
Frontier orbital gap ... 0.30441 Ha
E_LUMO ... -0.1611 Ha
Charge ... +1

Each line ends with the Löwdin charge.
Element x y z (Å)
N 2.639 0.649 -0.737  -0.001
C 1.678 0.806 0.354  -0.298
C 1.200 -0.577 0.783  -0.271
N -0.065 -0.493 1.552  -0.006
H 3.379 0.024 -0.440  0.074
H 3.087 1.535 -0.934  0.074
H 0.831 1.382 -0.016  0.087
H 2.092 1.295 1.234  0.114
H 1.026 -1.183 -0.114  0.096
H 1.982 -1.040 1.376  0.116
H -0.124 -1.280 2.185  0.083
H -0.054 0.351 2.110  0.082
C -1.622 0.732 -1.384  -0.001
C -2.060 -1.330 -0.174  0.153
N -2.479 -0.260 -0.728  -0.002
H -1.551 1.604 -0.727  0.109
H -2.076 1.008 -2.333  0.109
H -0.628 0.310 -1.518  0.093
H -1.028 -1.617 -0.286  0.084
H -2.804 -1.961 0.300  0.130
H -3.422 0.045 -0.503  0.175



The following is a DFT calculation (the ωB97M-V functional and the def2-TZVPD basis) of a single C6H7NO molecule in a non-equilibrium geometry.

Values from the calculation:
Frontier orbital gap ... 0.36850 Ha
E_LUMO ... 0.0066 Ha
SMILES ... C/C(C#N)=C\[C@@H]1CO1

Each line ends with the Löwdin charge.
Element x y z (Å)
C -0.215 -0.499 2.140  -0.019
C -0.716 0.099 0.795  -0.196
C -2.046 0.706 0.740  -0.204
N -3.119 1.044 0.711  0.158
C -0.074 -0.046 -0.407  -0.004
C 1.281 -0.422 -0.592  -0.303
C 2.284 0.270 -1.464  -0.070
O 1.543 -0.844 -1.911  -0.044
H -0.814 -1.194 2.671  0.071
H 0.682 -1.054 1.908  0.058
H 0.078 0.234 2.838  0.068
H -0.458 0.628 -1.132  0.122
H 1.677 -1.130 0.144  0.139
H 1.889 1.173 -1.932  0.114
H 3.352 0.147 -1.459  0.110



The following is a DFT calculation (the ωB97M-V functional and the def2-TZVPD basis) of a gas-phase ion, C4H6N3O (charge +1) in a non-equilibrium geometry.

Values from the calculation:
Frontier orbital gap (spin up / spin down) ... 0.25056 / 0.25046 Ha
E_LUMO (spin up / spin down) ... -0.1954 / -0.1954 Ha
SMILES ... [NH+]#C/C=C\C(O)=N\N
Charge ... +1

Each line ends with the Löwdin charge.
Element x y z (Å)
N 3.412 -0.806 -0.414  0.342
C 2.521 -0.145 -0.103  -0.066
C 1.642 0.725 0.376  -0.059
C 0.264 0.857 0.377  0.074
C -0.981 0.159 0.017  -0.316
O -1.960 0.933 -0.531  0.028
N -1.394 -1.121 0.302  0.071
N -2.545 -1.408 -0.057  0.137
H 4.297 -1.244 -0.713  0.174
H 2.233 1.347 0.989  0.129
H 0.095 1.875 0.628  0.110
H -1.799 1.903 -0.350  0.155
H -2.975 -0.787 -0.685  0.117
H -2.810 -2.288 0.163  0.105



Q: Which calculated total energy values were calculated for the entries above? A: -19363.9596, -8838.0707, -9870.1883, -10752.1064, in eV.
Q: Which ΔE to the lowest compared entry with this formula, charge and spin values were calculated for the entries above? A: 233.6, 188.3, 238.3, 304.5, in kJ/mol.